No. 1
The following is a quantum chemistry calculation of C7H8N2S as an isolated structure in a non-equilibrium geometry, from OMol25.

Structure (XYZ):
```
18
Properties=species:S:1:pos:R:3:forces:R:3:mulliken_charge:R:1
C 0.40421 0.83917 2.31252 0.530 1.013 -0.253 -0.405
C -0.74037 0.40808 2.80299 -1.718 2.335 3.125 -0.271
C 0.90086 -0.14055 1.37327 -1.307 -0.554 0.359 -0.220
C -0.93270 -0.85910 2.25664 -0.834 -3.039 -0.147 -0.276
C 0.47977 0.36204 -3.07578 0.507 0.540 -2.661 -0.664
C -0.86432 0.56202 -3.21050 -0.818 -0.484 1.775 -0.160
C 0.77846 -0.34494 -1.91612 -1.808 -1.512 -0.093 -0.060
N 0.00826 -1.26100 1.46909 -0.499 -0.933 0.765 -0.498
N -0.24980 -0.68813 -1.14783 -0.337 0.406 -1.018 -0.278
S -1.64409 -0.09593 -1.79691 1.271 0.308 -0.536 0.011
H 1.00127 1.65294 2.57804 0.406 1.497 0.412 0.454
H -1.41477 0.83104 3.64111 1.364 -0.496 -1.674 0.299
H 1.92323 -0.29914 1.45232 2.054 -1.090 0.733 0.456
H -1.76764 -1.49361 2.63721 0.650 0.186 -0.931 0.355
H 1.23662 0.51534 -3.90020 -1.025 0.091 1.163 0.285
H -1.55523 0.94270 -3.92837 0.343 0.499 -0.717 0.391
H 0.85168 0.09818 0.34943 -0.301 1.109 -1.080 0.135
H 1.58455 -1.02910 -1.89692 1.521 0.123 0.777 0.446
```
Forces are in eV/Å.

Computed properties:
total charge = 0
molecular weight = 152.22 g/mol
HOMO = -8.87 eV


No. 2
The following is a quantum chemistry calculation of an isolated molecule of C18H25N3O4S, from OMol25.

Structure (XYZ):
```
51
Properties=species:S:1:pos:R:3:forces:R:3:mulliken_charge:R:1
C -7.36352 -2.09269 -1.08392 -0.181 0.014 -0.041 -0.870
O -5.98182 -2.09928 -0.82640 0.287 -0.035 0.070 -0.424
C -5.38056 -0.92758 -0.48080 0.108 0.335 0.039 0.189
C -6.01798 0.29918 -0.38970 -0.207 -0.352 -0.093 -0.796
C -5.29286 1.43641 -0.05152 0.280 0.188 0.086 -0.600
C -3.94131 1.36125 0.20970 0.025 0.001 0.041 0.611
O -3.13221 2.43159 0.53859 0.002 -0.556 -0.088 -0.422
C -3.72690 3.70197 0.62985 -0.048 0.234 0.016 -0.940
C -3.29207 0.11002 0.13946 -0.437 0.006 -0.068 0.102
N -1.91806 0.11868 0.37788 0.503 0.584 -0.059 -0.064
C -1.10661 -0.88299 0.81994 0.149 -0.215 0.136 0.301
S -1.65002 -2.33695 1.38867 -0.284 -0.544 0.193 -0.427
N 0.22180 -0.60690 0.79799 -0.325 0.174 -0.104 0.174
C 1.17012 -1.50509 1.42452 0.250 -0.169 0.305 -0.930
C 2.37326 -0.71488 1.90842 0.024 -0.166 0.193 -0.990
N 3.05300 -0.09464 0.78232 -0.254 -0.101 0.178 0.304
C 4.39004 0.06282 0.84774 0.064 0.185 -0.335 0.369
O 5.01774 -0.22661 1.85025 0.242 -0.050 0.241 -0.695
C 5.07908 0.64791 -0.39991 0.280 0.220 0.268 0.158
C 6.59301 0.45798 -0.30945 -0.163 0.003 0.023 -0.833
C 6.75745 -0.92198 -0.93997 -0.206 0.056 -0.076 -0.558
C 5.68618 -0.89932 -2.02922 0.337 -0.265 -0.271 -0.488
O 4.66122 -0.01769 -1.58496 -0.173 0.077 0.089 -0.441
C 2.21039 0.21860 -0.34954 -0.199 0.095 -0.369 -0.846
C 0.79246 0.53957 0.12244 0.223 0.322 -0.155 -0.833
C -4.01160 -1.01183 -0.21839 -0.196 -0.009 -0.101 -0.263
H -7.61266 -1.44905 -1.93462 0.008 -0.011 0.044 0.346
H -7.62296 -3.12232 -1.32510 -0.035 0.086 0.009 0.241
H -7.93579 -1.77259 -0.20692 0.023 0.007 -0.032 0.347
H -7.07385 0.40193 -0.57952 -0.104 -0.034 -0.026 0.395
H -5.81437 2.37848 0.00467 0.003 0.106 0.015 0.377
H -4.15825 4.01283 -0.32711 0.001 -0.024 0.040 0.366
H -2.92347 4.38543 0.90169 -0.102 0.001 -0.020 0.251
H -4.50008 3.72792 1.40380 0.017 -0.015 -0.036 0.349
H -1.56197 1.06360 0.44758 0.061 -0.135 -0.042 0.428
H 1.48275 -2.28701 0.72167 -0.046 -0.010 0.097 0.247
H 0.67249 -1.99577 2.26466 0.168 0.071 -0.151 0.708
H 2.05439 0.05429 2.62238 0.030 -0.105 0.034 0.222
H 3.08869 -1.36584 2.41595 -0.167 0.074 -0.035 0.515
H 4.79555 1.70611 -0.48231 0.039 -0.125 0.010 0.423
H 6.92828 0.49274 0.72391 0.021 0.054 -0.052 0.335
H 7.10725 1.21991 -0.89510 -0.026 0.036 -0.020 0.355
H 7.75199 -1.09386 -1.34378 0.035 -0.051 0.003 0.401
H 6.53263 -1.69062 -0.20037 0.044 -0.030 0.013 0.245
H 5.24430 -1.88222 -2.21555 0.052 0.080 -0.013 0.281
H 6.08828 -0.50982 -2.97357 -0.040 -0.078 0.084 0.284
H 2.61461 1.07584 -0.88861 -0.123 -0.076 -0.009 0.572
H 2.17897 -0.62480 -1.04892 -0.041 0.155 -0.001 0.152
H 0.18882 0.78597 -0.75594 0.066 0.001 0.099 0.693
H 0.81995 1.41501 0.78806 -0.027 0.008 -0.116 0.185
H -3.53578 -1.97374 -0.29091 0.043 -0.019 -0.011 0.495
```
Forces are in eV/Å.

Computed properties:
total charge = 0
molecular weight = 379.48 g/mol
SMILES string = COc1ccc(OC)c(NC(=S)N2CCN(C(=O)[C@H]3CCCO3)CC2)c1
HOMO = -7.80 eV


No. 3
The following is a quantum chemistry calculation of C21H45Br16InNO as an isolated structure in a non-equilibrium geometry, from OMol25.

Structure (XYZ):
```
85
Properties=species:S:1:pos:R:3:forces:R:3:mulliken_charge:R:1
C -1.09307 -4.47637 2.86136 -0.711 3.801 1.196 -0.565
C -1.61802 -3.06840 2.96965 1.256 -3.245 -1.564 -0.220
C -1.68206 -2.03370 1.67126 -0.365 -1.519 0.291 -0.430
In -1.75792 0.07298 2.61406 -0.371 -0.534 0.410 0.852
N -0.33023 1.42622 1.77910 1.906 -0.148 0.355 -0.539
C -3.91714 0.73652 2.46392 -0.532 1.138 -0.199 -0.395
O -4.68814 -0.12941 3.41461 -0.910 -0.940 -2.418 -0.356
C -5.49923 -1.11591 2.68411 -0.400 -0.800 0.993 -0.375
H -1.29750 -5.20313 1.96624 1.095 2.051 1.485 0.070
H -0.37110 -4.80860 3.75228 -2.325 0.139 -1.694 0.184
H -1.95140 -2.68161 4.02426 1.420 -0.484 -2.035 0.264
H -0.69967 -2.15442 1.00388 -2.210 -0.107 1.561 -0.081
H -2.65746 -2.18826 1.01010 2.026 0.244 1.260 0.161
H -1.37246 -0.06541 4.38968 -0.102 0.009 -0.373 -0.376
H 0.15944 1.89147 2.60086 -0.800 -0.795 -1.348 0.039
H 0.43397 0.80678 1.37349 -1.093 1.040 0.572 0.153
H -4.02190 1.83757 2.89551 -0.040 -2.079 -1.088 0.156
H -4.33555 0.67553 1.36004 0.432 0.205 2.346 -0.059
H -6.44441 -0.64170 2.17829 1.775 -0.648 0.791 0.168
H -5.89232 -1.89254 3.50019 0.836 1.687 -1.681 0.180
H -4.90884 -1.75236 1.89230 -0.847 1.417 1.389 0.135
Br 1.98112 3.94531 3.42200 0.181 0.148 0.039 -0.183
C 2.10328 5.35063 2.07513 -0.062 -0.050 0.359 -0.609
C 1.84844 4.80414 0.68963 1.212 1.490 2.342 0.075
Br 3.40177 3.83658 0.01542 4.961 0.614 3.908 -0.047
H 3.08806 5.81344 2.18490 -0.198 -0.149 -0.130 0.353
H 1.33304 6.07627 2.35107 0.079 -0.129 -0.150 0.402
H 1.68962 5.61834 -0.02284 0.241 -0.084 0.714 -0.394
H 0.99940 4.11630 0.64377 0.111 0.363 1.519 0.345
Br 5.76768 3.58564 3.08200 0.147 -0.150 0.016 -0.090
C 7.55081 3.17211 2.40869 -0.118 0.247 0.279 -0.562
C 7.65580 3.45525 0.92814 0.177 -0.148 -0.183 -0.498
Br 6.78879 2.05853 -0.12116 -0.012 0.155 0.028 -0.145
H 7.75576 2.12934 2.66685 -0.050 0.248 -0.192 0.359
H 8.22550 3.82100 2.97412 -0.044 -0.099 -0.178 0.321
H 8.70093 3.44472 0.60670 -0.149 -0.002 0.107 0.338
H 7.19946 4.40478 0.63443 0.034 -0.247 0.181 0.263
Br 4.60717 7.09861 -1.19725 -0.150 0.048 -0.136 -0.099
C 3.53506 7.96398 -2.57768 0.351 0.071 0.047 -0.548
C 2.41937 8.78268 -1.97089 -0.232 0.076 -0.129 -0.575
Br 0.95870 7.64340 -1.36094 0.021 0.249 -0.112 -0.147
H 3.18022 7.17565 -3.24750 -0.018 0.213 0.217 0.311
H 4.23456 8.60698 -3.11919 -0.192 -0.044 0.081 0.343
H 1.97218 9.44086 -2.72094 0.118 -0.126 0.086 0.339
H 2.73746 9.38083 -1.11232 0.014 -0.225 -0.229 0.356
Br -1.72062 -7.53161 0.38290 -0.039 -0.097 0.024 -0.143
C -1.75960 -8.49733 2.07693 0.059 -0.171 -0.214 -0.610
C -3.10924 -8.37522 2.74533 -0.181 0.089 0.385 -0.557
Br -3.32723 -6.62718 3.58223 -0.161 -0.321 -0.135 -0.092
H -0.93744 -8.10923 2.68477 -0.273 -0.001 -0.098 0.361
H -1.55179 -9.53861 1.81515 -0.076 0.155 0.071 0.364
H -3.20105 -9.09524 3.56319 0.095 0.032 -0.189 0.334
H -3.94830 -8.50594 2.05612 0.312 -0.001 0.076 0.330
Br 4.09487 -7.27041 -0.93938 -0.013 -0.099 0.034 -0.188
C 2.21671 -7.07669 -1.42812 0.000 0.033 -0.250 -0.487
C 1.72159 -5.67579 -1.15330 -0.206 -0.019 0.296 -0.068
Br 1.39390 -5.40327 0.74984 0.250 0.104 -0.222 -0.063
H 1.66386 -7.84718 -0.88340 0.095 0.298 -0.063 0.318
H 2.17768 -7.29632 -2.49874 -0.006 0.079 0.148 0.350
H 0.75456 -5.50713 -1.63513 0.281 -0.092 0.177 -0.344
H 2.42156 -4.89791 -1.47119 -0.113 -0.265 0.037 0.440
Br -6.45062 0.18891 -0.84048 0.037 0.135 -0.048 -0.154
C -5.83641 1.95100 -1.40766 -0.284 -0.061 -0.140 -0.626
C -4.55471 1.85406 -2.20205 0.370 0.111 0.091 -0.602
Br -3.02235 1.54682 -1.03541 0.049 0.012 -0.176 -0.029
H -5.74289 2.56223 -0.50562 0.122 -0.198 -0.202 0.373
H -6.64521 2.34776 -2.02766 0.159 -0.049 0.062 0.374
H -4.34184 2.80009 -2.70750 -0.145 -0.112 0.081 0.317
H -4.56125 1.04655 -2.93960 -0.152 0.181 0.217 0.346
Br 1.30588 3.70293 -1.23623 -6.064 -2.178 -8.254 0.035
C 1.28789 3.76469 -3.18553 -0.470 -0.234 0.301 -0.680
C 0.50504 2.60811 -3.76232 -0.023 0.030 -0.521 -0.377
Br 1.53399 0.95294 -3.68989 -0.097 0.018 0.054 -0.164
H 2.33077 3.78970 -3.51389 -0.176 -0.133 -0.015 0.382
H 0.81020 4.71624 -3.43518 0.003 -0.156 -0.048 0.288
H 0.30303 2.77084 -4.82460 0.032 -0.062 0.110 0.385
H -0.43850 2.42034 -3.24214 0.295 0.091 0.010 0.184
Br -0.79412 -2.97889 -1.46610 -0.012 -0.017 -0.301 0.041
C -0.81211 -2.91713 -3.41540 -0.019 0.151 0.338 -0.711
C -1.59496 -4.07371 -3.99218 -0.027 0.123 -0.296 -0.478
Br -0.56601 -5.72887 -3.91976 -0.194 -0.068 -0.131 -0.150
H 0.23077 -2.89212 -3.74376 -0.298 -0.077 -0.043 0.348
H -1.28980 -1.96558 -3.66505 0.042 -0.190 -0.033 0.352
H -1.79697 -3.91098 -5.05448 0.058 -0.029 0.163 0.369
H -2.53850 -4.26148 -3.47201 0.308 0.087 -0.026 0.362
```
Forces are in eV/Å.

Computed properties:
total charge = -1
molecular weight = 1720.88 g/mol
HOMO = -3.98 eV


Q: The highest molecular weight belongs to which entry?
A: C21H45Br16InNO